No. 1
9 unconnected molecules or ions with the total composition C50H43N9O16, computed with ωB97M-V/def2-TZVPD.

Output
LUMO: -0.951 eV
SMILES: O=[N+]([O-])c1ccccc1.O=[N+]([O-])c1ccccc1.O=[N+]([O-])c1ccccc1.O=[N+]([O-])c1ccccc1.O=[N+]([O-])c1ccccc1.O=[N+]([O-])c1ccccc1.O=[N+]([O-])c1ccccc1.O=[N+]([O-])c1ccccc1.CC#N
relative energy (zero: lowest compared OMol25 entry of this formula, charge and spin): 83.85 kcal per mole

The geometry in XYZ format:
```
118
C50H43N9O16 (ωB97M-V/def2-TZVPD)
O -0.708 -8.188 -1.719
N -0.399 -8.897 -0.807
O -1.137 -9.759 -0.314
C 0.917 -8.799 -0.160
C 1.747 -7.689 -0.410
C 2.916 -7.524 0.367
C 3.304 -8.511 1.217
C 2.620 -9.712 1.276
C 1.426 -9.822 0.636
H 1.400 -6.841 -0.981
H 3.470 -6.598 0.331
H 4.193 -8.362 1.812
H 2.936 -10.534 1.902
H 0.891 -10.750 0.776
O 6.357 -0.085 0.150
N 5.299 -0.587 -0.292
O 4.512 -1.321 0.308
C 5.020 -0.422 -1.751
C 4.454 -1.458 -2.540
C 4.091 -1.355 -3.841
C 4.357 -0.121 -4.479
C 4.870 0.994 -3.795
C 5.157 0.810 -2.442
H 4.265 -2.446 -2.147
H 3.816 -2.221 -4.425
H 4.081 0.110 -5.497
H 5.056 1.910 -4.337
H 5.456 1.692 -1.896
O -5.107 6.206 7.440
N -4.223 6.217 6.621
O -3.603 7.243 6.300
C -3.759 4.897 5.991
C -2.956 4.944 4.805
C -2.472 3.724 4.302
C -2.683 2.522 4.975
C -3.470 2.480 6.133
C -3.989 3.670 6.690
H -2.664 5.876 4.345
H -1.847 3.686 3.423
H -2.326 1.596 4.548
H -3.567 1.510 6.598
H -4.675 3.652 7.524
O -0.449 4.774 -3.709
N 0.770 4.792 -3.719
O 1.443 4.310 -2.869
C 1.484 5.309 -4.891
C 0.818 5.381 -6.123
C 1.373 5.868 -7.274
C 2.659 6.387 -7.184
C 3.382 6.279 -6.017
C 2.833 5.771 -4.891
H -0.169 4.958 -6.239
H 0.741 5.895 -8.149
H 3.077 6.754 -8.110
H 4.318 6.813 -6.097
H 3.424 5.862 -3.991
O -4.041 -10.220 6.942
N -4.186 -9.484 5.960
O -5.144 -9.426 5.209
C -2.997 -8.725 5.526
C -2.915 -8.090 4.279
C -1.859 -7.245 3.880
C -0.770 -7.241 4.724
C -0.780 -7.926 5.926
C -1.880 -8.630 6.348
H -3.713 -8.386 3.614
H -1.902 -6.757 2.918
H 0.090 -6.667 4.412
H 0.000 -8.002 6.669
H -1.759 -9.158 7.282
O -3.173 -0.339 -4.698
N -3.142 0.310 -5.700
O -3.762 1.293 -5.831
C -2.151 -0.113 -6.723
C -1.203 -1.093 -6.489
C -0.247 -1.448 -7.446
C -0.269 -0.818 -8.708
C -1.205 0.176 -8.980
C -2.122 0.528 -8.008
H -1.079 -1.632 -5.561
H 0.508 -2.151 -7.127
H 0.515 -1.070 -9.407
H -1.269 0.703 -9.921
H -2.907 1.238 -8.226
O 3.804 2.472 5.541
N 3.758 2.651 4.298
O 3.088 1.970 3.514
C 4.720 3.648 3.721
C 4.818 3.822 2.289
C 5.774 4.648 1.724
C 6.586 5.377 2.585
C 6.538 5.155 3.939
C 5.594 4.376 4.530
H 4.130 3.246 1.688
H 5.965 4.611 0.661
H 7.349 6.048 2.220
H 7.272 5.705 4.508
H 5.582 4.173 5.590
O -8.014 3.150 3.980
N -7.671 4.147 3.374
O -7.859 5.287 3.754
C -6.864 3.983 2.127
C -6.509 2.719 1.620
C -5.659 2.556 0.542
C -5.322 3.742 -0.133
C -5.644 5.032 0.324
C -6.434 5.141 1.462
H -6.681 1.799 2.159
H -5.382 1.580 0.172
H -4.634 3.556 -0.945
H -5.214 5.900 -0.154
H -6.602 6.112 1.905
C -0.227 -0.052 -0.934
C -0.512 -1.455 -0.761
N -0.771 -2.557 -0.594
H -0.937 0.447 -1.594
H 0.760 0.051 -1.385
H -0.167 0.445 0.034
```

Results of the Mulliken charge analysis, in e, for atoms 1 through 5: -0.57 0.94 -0.58 0.03 -0.37



No. 2
A molecular structure, C50H44Cl3F9GaGeNPSi, computed with ωB97M-V/def2-TZVPD.

Output
LUMO (spin up / spin down): -0.621 / -1.880 eV
2S+1: 2
relative energy (zero: lowest compared OMol25 entry of this formula, charge and spin): 0.00 kcal per mole

The geometry in XYZ format:
```
111
C50H44Cl3F9GaGeNPSi (ωB97M-V/def2-TZVPD)
Ga -0.582 -0.430 -1.297
F -2.053 1.660 7.975
C -2.870 0.714 7.472
F -2.861 -0.311 8.343
F -4.112 1.224 7.459
C -2.421 0.278 6.107
C -3.125 0.647 4.977
C -2.670 0.241 3.727
C -1.517 -0.522 3.607
C -0.806 -0.872 4.757
C -1.256 -0.477 6.002
P -0.917 -0.981 1.921
C 0.600 0.074 1.985
C 0.399 1.398 1.591
C 1.420 2.333 1.685
C 2.664 1.934 2.141
C 2.879 0.622 2.541
C 1.849 -0.301 2.477
C 3.812 2.901 2.208
F 3.450 4.149 1.874
F 4.333 2.952 3.451
F 4.810 2.531 1.385
C -0.327 -2.691 2.188
C 0.753 -3.190 1.468
C 1.109 -4.528 1.558
C 0.370 -5.379 2.361
C -0.730 -4.904 3.063
C -1.078 -3.570 2.973
C 0.712 -6.840 2.426
F 0.475 -7.351 3.649
F 2.004 -7.069 2.135
F -0.025 -7.555 1.555
H -4.025 1.239 5.070
H -3.213 0.537 2.837
H 0.102 -1.456 4.678
H -0.711 -0.755 6.896
H -0.576 1.700 1.219
H 1.256 3.359 1.382
H 3.854 0.327 2.912
H 2.029 -1.314 2.811
H 1.323 -2.534 0.818
H 1.952 -4.909 0.997
H -1.308 -5.579 3.682
H -1.940 -3.207 3.520
Cl -2.440 -3.932 -0.499
Si -1.312 -2.782 -1.793
Cl 0.445 -3.886 -1.949
Cl -2.169 -2.934 -3.663
C -4.760 -1.440 -1.419
C -4.083 -0.800 -0.196
C -4.753 -1.290 1.091
C -4.133 0.689 -0.391
C -5.329 1.322 -0.130
C -5.546 2.645 -0.494
C -4.544 3.351 -1.152
C -3.305 2.804 -1.407
C -2.291 3.726 -2.047
C -1.338 4.291 -0.992
C -1.558 3.128 -3.256
C -3.017 1.428 -0.994
N -1.811 0.925 -1.157
H -4.726 -2.528 -1.360
H -4.275 -1.127 -2.344
H -5.807 -1.129 -1.465
H -3.042 -1.103 -0.166
H -5.843 -1.263 1.014
H -4.461 -0.690 1.953
H -4.462 -2.325 1.280
H -6.135 0.759 0.326
H -6.499 3.118 -0.288
H -4.727 4.377 -1.452
H -2.868 4.576 -2.418
H -0.818 3.484 -0.486
H -1.889 4.868 -0.244
H -0.610 4.951 -1.466
H -0.904 2.316 -2.955
H -0.951 3.898 -3.739
H -2.272 2.746 -3.991
C 3.115 -1.570 -0.924
Ge 1.873 -0.440 -1.939
C 1.784 -1.097 -3.788
C 2.580 -2.143 -4.254
C 2.442 -2.615 -5.551
C 1.503 -2.044 -6.404
C 0.712 -0.996 -5.958
C 0.852 -0.530 -4.656
C 2.712 1.342 -1.982
C 2.049 2.397 -1.415
C 2.665 3.660 -1.237
C 3.954 3.849 -1.629
C 4.674 2.807 -2.260
C 6.004 3.003 -2.707
C 6.682 2.009 -3.351
C 6.053 0.768 -3.589
C 4.777 0.546 -3.154
C 4.048 1.548 -2.459
H 4.119 -1.378 -1.305
H 2.886 -2.631 -1.033
H 3.100 -1.301 0.133
H 3.312 -2.603 -3.596
H 3.061 -3.434 -5.897
H 1.386 -2.421 -7.412
H -0.017 -0.544 -6.621
H 0.232 0.297 -4.319
H 1.033 2.252 -1.079
H 2.120 4.463 -0.760
H 4.448 4.801 -1.466
H 6.474 3.965 -2.532
H 7.697 2.172 -3.693
H 6.584 -0.008 -4.127
H 4.294 -0.396 -3.371
```

Results of the Mulliken charge analysis, in e, for atoms 1 through 5: -0.71 -0.25 0.79 -0.26 -0.28



No. 3
A molecular structure, C50H45ClN5O7P3Se2Ta, computed with ωB97M-V/def2-TZVPD.

Output
LUMO: -3.258 eV
relative energy (zero: lowest compared OMol25 entry of this formula, charge and spin): 0.00 kcal per mole
total charge: +1

The geometry in XYZ format:
```
114
C50H45ClN5O7P3Se2Ta (ωB97M-V/def2-TZVPD)
Ta -0.340 -0.801 -0.186
Se 4.510 4.612 -1.372
P 4.729 2.547 -1.601
C 5.923 1.774 -0.477
C 6.697 0.667 -0.808
C 7.551 0.105 0.131
C 7.632 0.644 1.405
C 6.855 1.744 1.744
C 6.007 2.312 0.808
C 5.104 2.079 -3.291
C 6.420 1.988 -3.745
C 6.668 1.738 -5.085
C 5.611 1.607 -5.980
C 4.305 1.754 -5.539
C 4.054 1.996 -4.196
C 3.233 1.587 -1.105
C 2.468 0.480 -1.456
N 1.597 0.291 -0.416
N 1.801 1.247 0.469
N 2.744 2.039 0.079
P 2.505 -0.875 -2.630
Se 1.021 -2.273 -1.841
C 4.132 -1.623 -2.651
C 5.079 -1.226 -3.598
C 6.345 -1.790 -3.572
C 6.674 -2.719 -2.594
C 5.740 -3.093 -1.637
C 4.464 -2.552 -1.665
C 1.970 -0.542 -4.301
C 2.416 -1.344 -5.350
C 1.852 -1.194 -6.609
C 0.853 -0.256 -6.817
C 0.401 0.533 -5.764
C 0.947 0.385 -4.502
H 6.628 0.225 -1.791
H 8.156 -0.753 -0.136
H 8.304 0.210 2.135
H 6.916 2.166 2.738
H 5.412 3.180 1.062
H 7.247 2.123 -3.060
H 7.689 1.664 -5.437
H 5.810 1.418 -7.027
H 3.481 1.694 -6.238
H 3.040 2.173 -3.858
H 4.837 -0.488 -4.353
H 7.076 -1.497 -4.314
H 7.664 -3.154 -2.577
H 6.001 -3.814 -0.875
H 3.730 -2.858 -0.930
H 3.178 -2.094 -5.193
H 2.195 -1.814 -7.426
H 0.419 -0.140 -7.801
H -0.383 1.261 -5.927
H 0.597 1.000 -3.684
O 0.179 2.424 -2.178
C -0.401 1.979 -1.245
O -0.935 0.694 -1.256
C -0.644 2.682 0.075
P -0.767 1.388 1.378
C 0.130 1.745 2.894
C 1.016 2.814 2.991
C 1.722 3.021 4.164
C 1.562 2.151 5.234
C 0.695 1.073 5.131
C -0.022 0.863 3.962
C -2.549 1.600 1.810
C -3.505 1.480 0.793
C -4.834 1.789 1.023
C -5.242 2.212 2.285
C -4.310 2.322 3.301
C -2.971 2.022 3.066
H -1.614 3.177 0.027
H 0.133 3.427 0.233
H 1.168 3.484 2.155
H 2.400 3.861 4.237
H 2.121 2.312 6.146
H 0.573 0.392 5.963
H -0.688 0.009 3.883
H -3.207 1.179 -0.207
H -5.553 1.705 0.219
H -6.280 2.455 2.468
H -4.614 2.660 4.283
H -2.257 2.151 3.867
Cl 2.395 -3.978 2.435
C 0.689 -3.492 2.649
C 0.300 -2.631 1.498
O 0.708 -1.394 1.455
O -0.385 -3.033 0.537
H 0.605 -2.934 3.577
H 0.075 -4.387 2.662
C -3.505 -4.667 1.645
C -4.123 -3.625 2.564
C -4.164 -2.199 1.982
C -5.000 -1.253 2.886
C -4.693 -1.294 4.376
C -4.876 -2.294 0.635
O -6.042 -2.548 0.518
N -4.084 -2.167 -0.520
C -2.831 -1.686 -0.491
O -2.088 -1.599 -1.500
N -2.268 -1.238 0.658
C -2.736 -1.676 1.890
O -2.007 -1.641 2.854
H -3.405 -5.615 2.172
H -2.506 -4.376 1.302
H -4.124 -4.854 0.765
H -3.563 -3.563 3.497
H -5.152 -3.893 2.811
H -6.041 -1.531 2.714
H -4.881 -0.233 2.515
H -4.986 -2.243 4.825
H -5.264 -0.511 4.874
H -3.638 -1.127 4.588
H -4.498 -2.405 -1.414
```

Results of the Mulliken charge analysis, in e, for atoms 1 through 5: 1.13 -0.29 -0.05 0.47 0.40



No. 4
A molecular structure, C50H46BrCdF4N5O7PSTe, computed with ωB97M-V/def2-TZVPD.

Output
LUMO (spin up / spin down): 3.714 / 3.702 eV
2S+1: 2
total charge: -2

The geometry in XYZ format:
```
117
C50H46BrCdF4N5O7PSTe (ωB97M-V/def2-TZVPD)
Cd -0.604 0.214 0.237
O -0.085 -2.007 3.995
S 0.098 -1.369 2.721
O -0.034 -4.661 1.159
O -1.138 -0.804 2.162
O 0.889 -2.095 1.765
F -7.759 3.905 1.952
C -6.537 3.356 2.178
C -5.695 3.878 3.176
F -6.196 4.813 4.016
C -4.431 3.402 3.332
F -3.721 3.870 4.392
C -3.858 2.404 2.497
P -2.045 2.304 2.243
C -1.527 1.912 3.970
C -0.347 2.382 4.539
C 0.044 1.968 5.807
C -0.718 1.048 6.507
C -1.875 0.538 5.930
C -2.274 0.967 4.674
C -1.665 4.101 2.079
C -1.308 4.994 3.091
C -1.126 6.343 2.816
C -1.305 6.839 1.533
C -1.695 5.969 0.522
C -1.874 4.623 0.798
C -4.778 1.850 1.546
Br -4.303 0.238 0.621
C -6.063 2.306 1.410
F -6.920 1.732 0.529
H 0.302 3.049 3.985
H 0.970 2.344 6.228
H -0.403 0.708 7.487
H -2.460 -0.209 6.454
H -3.171 0.562 4.223
H -1.190 4.643 4.105
H -0.851 7.020 3.618
H -1.153 7.891 1.323
H -1.853 6.340 -0.484
H -2.190 3.949 0.013
N -2.659 3.164 -2.805
C -1.406 3.743 -2.869
C -0.640 3.052 -1.980
N -1.401 2.074 -1.384
C -2.602 2.161 -1.895
H -3.471 3.447 -3.320
H -1.183 4.566 -3.527
H 0.396 3.202 -1.712
H -3.435 1.520 -1.646
C -1.290 -0.229 -3.763
C -1.854 -1.240 -2.828
N -2.297 -1.021 -1.608
C -2.820 -2.226 -1.171
C -2.699 -3.164 -2.143
N -2.102 -2.518 -3.204
H -0.585 0.414 -3.236
H -2.090 0.393 -4.175
H -0.771 -0.726 -4.584
H -3.233 -2.332 -0.178
H -2.964 -4.208 -2.179
H -1.688 -2.968 -4.005
C 4.712 -6.376 0.867
C 3.939 -5.306 0.135
C 4.572 -4.432 -0.736
C 3.870 -3.458 -1.445
C 4.635 -2.563 -2.385
C 2.478 -3.349 -1.268
Te 1.425 -1.915 -2.450
N 1.150 -0.114 -0.773
C 2.275 0.592 -0.772
O 3.382 0.184 -1.221
C 2.310 2.078 -0.396
C 3.163 2.874 -1.164
C 3.255 4.243 -0.961
C 2.516 4.845 0.051
C 1.690 4.062 0.841
C 1.573 2.696 0.606
C 1.206 -3.538 -4.033
C 0.898 -4.866 -3.706
C 0.434 -5.783 -4.641
C 0.259 -5.392 -5.963
C 0.587 -4.092 -6.325
C 1.061 -3.173 -5.387
C 1.446 -1.782 -5.851
C 1.837 -4.214 -0.373
C 0.346 -4.155 -0.118
C 2.570 -5.180 0.310
H 5.745 -6.414 0.517
H 4.258 -7.357 0.711
H 4.724 -6.186 1.943
H 5.647 -4.510 -0.873
H 5.710 -2.739 -2.292
H 4.412 -1.515 -2.171
H 4.334 -2.756 -3.420
H 3.767 2.382 -1.915
H 3.907 4.840 -1.591
H 2.585 5.913 0.226
H 1.131 4.522 1.645
H 0.928 2.119 1.255
H 1.035 -5.191 -2.679
H 0.203 -6.801 -4.342
H -0.109 -6.091 -6.706
H 0.484 -3.785 -7.364
H 1.675 -1.775 -6.919
H 2.309 -1.428 -5.286
H 0.642 -1.058 -5.677
H 0.012 -3.128 -0.250
H 0.415 -4.105 1.809
H -0.185 -4.777 -0.839
H 2.044 -5.838 0.994
C 2.987 -1.228 3.760
C 2.242 0.057 3.522
O 2.705 1.140 3.745
O 0.971 0.011 3.010
H 3.896 -0.995 4.305
H 3.222 -1.682 2.796
H 2.363 -1.932 4.306
```

Results of the Mulliken charge analysis, in e, for atoms 1 through 5: 4.26 -0.74 0.83 -0.80 -0.98



Electronic energy readings, ordered: -98692.4153, -242144.2446, -246999.2676, -187274.9077 eV
Strongest force on any atom readings, ordered: 3.99, 0.50, 1.04, 1.32 eV/A